Computed, not measured: the molecule C5H11NO, with wB97M-V/def2-TZVPD.

The geometry in XYZ format:
```
18
Properties=species:S:1:pos:R:3:forces:R:3:nbo_charge:R:1
N 0.221 1.151 2.010 0.28 0.62 -0.74 -0.835
C -0.887 0.964 1.062 -0.52 -0.01 0.93 -0.216
C -0.473 1.143 -0.383 1.35 -1.02 0.72 -0.398
C 0.655 0.148 -0.800 -1.97 -0.32 -1.17 -0.413
C 0.381 -1.321 -0.444 0.65 1.14 1.09 -0.542
C 0.312 -2.336 -1.555 0.94 0.25 1.94 0.460
O 0.511 -2.153 -2.718 -0.33 -0.21 -0.31 -0.517
H -0.124 1.334 2.945 -0.09 -0.13 0.00 0.358
H 0.655 2.022 1.710 0.31 -0.08 0.35 0.341
H -1.268 -0.038 1.266 -0.20 -0.02 -0.32 0.175
H -1.719 1.644 1.280 -0.06 0.07 -0.08 0.168
H -1.365 1.043 -0.990 0.03 0.19 -0.35 0.212
H 0.040 2.097 -0.493 -0.69 0.54 -0.18 0.199
H 0.612 0.101 -1.893 0.53 0.55 -0.09 0.226
H 1.601 0.572 -0.483 0.21 -0.51 0.13 0.213
H -0.489 -1.475 0.205 -0.31 0.12 -0.40 0.226
H 1.148 -1.592 0.296 0.18 -0.67 -0.45 0.251
H 0.187 -3.303 -1.014 -0.29 -0.52 -1.08 0.093
```
Forces are in eV/Å.

Computed properties:
structure (SMILES): NCCCCC=O
calculated total energy: -327.0704 a.u.
HOMO level: -9.5899 eV
max |F|: 0.045 Eh/bohr
relative energy (zero: lowest compared OMol25 entry of this formula, charge and spin): 38.2 kcal/mol

***

Computed, not measured: a 2-piece molecular cluster, C5H11NO overall, with wB97M-V/def2-TZVPD.

The geometry in XYZ format:
```
18
Properties=species:S:1:pos:R:3:forces:R:3:nbo_charge:R:1
C 2.216 0.048 0.393 0.13 -0.03 -0.08 -0.863
C -0.474 0.165 1.799 0.00 0.00 0.54 -0.278
N -0.770 -0.220 0.566 -0.20 0.46 -0.53 -0.356
C -0.733 -1.481 0.092 -0.28 -0.37 0.05 -0.382
C -0.973 0.883 -0.404 0.03 0.17 0.14 0.737
O -0.942 2.017 -0.018 -0.05 -0.44 -0.13 -0.515
C -1.180 0.503 -1.844 -0.03 0.00 -0.03 -0.732
H 2.661 0.024 1.390 -0.03 -0.03 -0.16 0.215
H 1.784 1.041 0.232 0.09 -0.20 -0.01 0.209
H 2.978 -0.146 -0.362 0.08 0.08 0.08 0.207
H -0.375 1.216 2.008 -0.09 -0.13 -0.04 0.220
H -0.232 -0.606 2.518 -0.08 0.12 -0.05 0.189
H -0.603 -2.270 0.818 0.04 0.07 -0.10 0.195
H -1.104 -1.700 -0.892 0.01 0.07 0.12 0.193
H 1.445 -0.724 0.294 0.37 0.19 0.06 0.217
H -1.282 1.426 -2.415 0.01 -0.12 0.10 0.249
H -2.084 -0.101 -1.959 0.11 0.08 0.00 0.244
H -0.331 -0.077 -2.217 -0.11 0.09 0.05 0.251
```
Forces are in eV/Å.

Computed properties:
calculated total energy: -327.0064 a.u.
HOMO level (alpha / beta): -7.2205 / -7.1399 eV
max |F|: 0.014 Eh/bohr
relative energy (zero: lowest compared OMol25 entry of this formula, charge and spin): 78.4 kcal/mol

***

Computed, not measured: a 2-piece molecular cluster, C5H11NO overall, with wB97M-V/def2-TZVPD.

The geometry in XYZ format:
```
18
Properties=species:S:1:pos:R:3:forces:R:3:nbo_charge:R:1
H 0.578 -2.555 0.502 -0.09 0.37 -0.10 0.328
N 0.806 -2.352 -0.475 -0.30 -0.57 -0.18 -0.596
C 1.249 -1.194 -0.670 2.07 0.18 1.32 0.140
C 1.634 -0.160 0.407 -0.80 -0.16 -0.36 -0.133
O 3.024 0.084 0.301 0.13 -0.19 -0.16 -0.717
H 1.727 -0.977 -1.625 -0.57 0.21 -0.38 0.172
H 1.367 -0.528 1.409 -0.06 -0.04 -0.22 0.161
H 1.068 0.760 0.204 0.00 -0.05 0.12 0.173
H 3.284 0.709 0.982 -0.04 0.04 -0.02 0.473
C -1.446 -0.289 -1.084 -1.06 0.54 0.16 -0.401
C -1.769 0.208 0.109 0.26 -0.16 -0.46 -0.183
C -1.660 1.643 0.495 0.13 -0.01 0.09 -0.651
H -1.713 -1.293 -1.372 0.38 -0.23 0.14 0.212
H -1.104 0.364 -1.880 0.12 0.02 0.02 0.189
H -2.121 -0.453 0.888 -0.25 -0.22 0.03 0.191
H -1.165 2.221 -0.281 0.03 0.12 -0.06 0.209
H -1.107 1.751 1.430 0.04 0.10 0.04 0.210
H -2.654 2.063 0.661 -0.01 0.05 0.01 0.223
```
Forces are in eV/Å.

Computed properties:
structure (SMILES): [H]/N=C\CO.C=CC
calculated total energy: -327.0325 a.u.
HOMO level: -9.5093 eV
max |F|: 0.048 Eh/bohr
relative energy (zero: lowest compared OMol25 entry of this formula, charge and spin): 62.0 kcal/mol